A cluster of 8 separate species, C29H68N8O15PS2 in total, computed with ωB97M-V/def2-TZVPD.

```
123
Properties=species:S:1:pos:R:3
S -2.106 -2.122 0.702
S 0.303 -0.459 1.200
P 3.941 -0.211 3.095
O 4.391 1.327 6.128
O -3.047 2.454 1.222
O -2.324 4.327 0.427
O 5.791 0.382 -1.845
O 2.468 -5.727 5.375
O 6.450 -0.858 -3.483
O -4.497 1.439 -5.052
O -5.530 -0.428 -4.698
O 1.495 4.966 -3.006
O 3.913 3.369 3.323
O -8.990 3.962 -2.547
O 3.473 -4.785 3.705
O 0.706 4.127 -1.173
O 3.365 0.582 7.886
O -9.355 2.715 -0.819
N 6.643 -0.052 -2.590
N 0.626 4.819 -2.167
N -2.178 3.286 1.049
N -4.910 0.347 -5.398
N 3.424 1.227 6.848
N -8.629 3.212 -1.657
N -0.591 -0.990 -1.223
N 3.462 -5.380 4.760
C 2.582 0.593 -1.988
C 2.192 1.949 6.427
C -5.411 -0.816 -0.635
C 0.589 -1.635 2.560
C -5.739 -1.136 1.905
C -7.181 2.870 -1.583
C -5.277 -2.543 2.260
C -1.373 0.122 -1.770
C -0.659 5.548 -2.361
C -6.388 -1.067 0.519
C 2.975 2.073 -2.126
C 1.868 -2.656 -1.612
C -4.526 0.400 -0.448
C 2.376 -0.139 -3.345
C -4.634 -0.085 -6.796
C -3.814 0.869 -1.707
C -2.808 -0.162 -2.283
C 2.894 -1.732 3.639
C 3.158 -1.452 -3.489
C 4.778 -5.713 5.372
C 4.924 1.401 2.551
C -0.584 -2.198 -2.044
C 2.377 -2.691 -3.070
C 0.437 -3.206 -1.528
C 1.994 -2.254 2.525
C 8.038 0.437 -2.407
C 4.696 2.476 3.536
C -0.863 -1.233 0.131
C -0.827 3.025 1.624
H -4.078 0.698 -7.297
H 2.712 0.548 -4.124
H -0.602 3.837 2.309
H -5.592 -0.255 -7.279
H 2.993 -3.583 -3.179
H 4.828 -6.794 5.470
H 5.980 1.169 2.415
H -4.941 -3.090 1.382
H -6.094 -3.128 2.676
H -5.174 1.220 -0.133
H -6.516 -0.865 2.620
H 0.379 -4.058 -2.210
H -1.546 -2.720 -2.090
H 5.250 2.490 4.478
H 3.385 -1.571 -4.552
H -1.483 0.841 -0.957
H -0.125 3.008 0.795
H -1.450 4.806 -2.417
H 0.181 -3.588 -0.544
H 4.816 -5.231 6.344
H 8.660 -0.426 -2.191
H -2.804 0.013 -3.356
H -0.161 -2.415 2.486
H -3.185 -1.149 -2.049
H -7.194 -0.334 0.523
H 4.662 -0.263 4.371
H 1.940 2.649 7.219
H -7.091 1.792 -1.687
H 2.398 2.464 5.494
H 2.554 -3.239 -1.001
H -0.330 -1.878 -3.053
H -0.799 6.196 -1.501
H 5.563 -5.342 4.723
H 3.244 -0.204 1.801
H 3.372 0.064 -1.472
H 1.835 -1.653 -1.198
H 1.409 1.207 6.296
H -5.999 -0.751 -1.553
H 2.872 2.526 -1.147
H -3.235 1.768 -1.484
H 3.552 -2.508 4.015
H 4.123 -1.406 -3.005
H 1.865 -3.318 2.713
H 2.481 -2.185 1.553
H 8.341 0.913 -3.335
H 8.050 1.142 -1.583
H 4.989 -1.081 2.522
H -6.853 -2.035 0.330
H -4.459 -2.548 2.972
H 0.492 -1.075 3.479
H -4.815 -1.721 -0.748
H -6.662 3.381 -2.386
H -4.500 1.163 -2.496
H 2.272 -1.434 4.491
H -0.595 6.123 -3.278
H -4.958 -0.393 2.032
H -3.770 0.269 0.315
H 1.311 -0.281 -3.527
H 1.527 -2.831 -3.740
H -0.816 0.645 -2.546
H 2.360 2.590 -2.856
H 4.465 1.729 1.623
H 4.012 2.107 -2.440
H 1.669 0.464 -1.413
H -0.841 2.071 2.139
H 2.907 0.687 3.684
H -6.814 3.199 -0.614
H -4.056 -1.003 -6.745
```

Gap between HOMO and LUMO ... 5.260 eV
Charge ... -1
Lowest unoccupied orbital energy ... 1.384 eV
Maximum force ... 1.6 eV Å⁻¹